No. 1
# C5H6O

2 unconnected molecules or ions with the total composition C5H6O (wB97M-V/def2-TZVPD, OMol25).

Geometry as XYZ:
```
12
Properties=species:S:1:pos:R:3:forces:R:3:mulliken_charge:R:1
C -1.558 0.243 0.054 -0.05 -0.13 0.00 -0.890
C -0.744 1.507 -0.083 0.19 0.05 -0.07 -0.365
C 0.456 1.545 -0.611 0.54 0.08 -0.24 0.548
O 1.531 1.590 -1.078 -0.90 -0.01 0.35 -0.413
H -2.510 0.331 -0.481 0.15 -0.01 0.07 0.303
H -1.779 0.038 1.108 0.03 0.03 -0.16 0.257
H -1.019 -0.621 -0.344 -0.08 0.16 0.06 0.220
H -1.132 2.456 0.272 0.09 -0.09 -0.05 0.332
C 1.996 -1.268 0.177 -0.30 -0.51 0.12 -0.351
C 1.382 -2.277 0.408 0.33 0.48 -0.10 -0.485
H 2.525 -0.364 -0.040 -0.08 -0.19 0.05 0.481
H 0.851 -3.180 0.617 0.08 0.15 -0.03 0.362
```
Forces are in eV/Å.

electronic energy: -7326.4352 eV
multiplicity: 1
Kohn-Sham gap: 9.73 eV
total charge: 0
maximum force: 0.971 eV Å⁻¹

***

No. 2
# C3H7F2O2P

C3H7F2O2P in the gas phase at a distorted geometry (wB97M-V/def2-TZVPD, OMol25).

Geometry as XYZ:
```
15
Properties=species:S:1:pos:R:3:forces:R:3:mulliken_charge:R:1
C -0.755 -0.623 0.333 -3.18 3.64 0.92 -1.213
C -0.404 0.678 1.123 -1.99 -0.28 -1.11 -0.228
O 0.867 1.188 0.960 3.55 0.00 -2.16 -0.367
P 1.858 0.992 -0.377 -1.85 -0.22 1.10 0.570
O 2.953 1.957 -0.364 0.29 -0.07 -0.15 -0.637
C 2.417 -0.840 -0.033 0.58 0.75 -4.02 0.268
F 1.800 -1.249 0.989 -1.65 -1.58 3.77 -0.214
F 2.084 -1.748 -1.086 0.43 1.32 0.74 -0.284
H -1.720 -0.964 0.750 0.05 0.33 -0.66 0.363
H -0.778 -0.505 -0.723 -0.26 0.14 -0.90 0.328
H -0.136 -1.349 0.589 2.76 -3.10 0.94 0.443
H -0.579 0.460 2.160 0.27 -0.03 0.67 0.283
H -1.012 1.568 0.885 -0.69 -0.82 -0.11 0.300
H 1.007 1.072 -1.607 0.77 -0.41 1.44 0.121
H 3.464 -0.938 0.171 0.92 0.31 -0.48 0.268
```
Forces are in eV/Å.

electronic energy: -22042.6469 eV
multiplicity: 1
Kohn-Sham gap: 11.70 eV
total charge: 0
maximum force: 4.921 eV Å⁻¹

***

No. 3
# C4H12N2S

C4H12N2S in the gas phase at a distorted geometry (wB97M-V/def2-TZVPD, OMol25).

Geometry as XYZ:
```
19
Properties=species:S:1:pos:R:3:forces:R:3:mulliken_charge:R:1
N 1.511 -0.161 -2.332 -0.68 -0.47 -0.48 -0.630
C 1.468 -0.602 -0.935 0.09 -0.58 0.39 -0.930
C 0.075 -0.850 -0.388 -1.60 0.48 -0.22 0.400
N -0.544 -2.109 -0.879 0.95 0.19 0.06 -0.784
C -0.054 -0.785 1.158 0.52 0.71 -1.99 -0.761
C -0.013 0.647 1.677 0.96 0.00 0.20 -0.598
S -1.119 1.855 0.905 0.02 -0.06 0.11 -0.238
H 0.567 0.072 -2.641 0.12 0.52 0.32 0.275
H 1.688 -0.949 -2.946 0.52 -0.10 0.12 0.296
H 1.975 0.130 -0.303 -0.02 0.09 -0.04 0.300
H 2.020 -1.541 -0.824 0.24 0.02 -0.03 0.410
H -0.543 -0.061 -0.816 0.05 0.51 0.19 0.360
H -1.524 -1.907 -1.031 -0.08 -0.25 -0.09 0.245
H -0.132 -2.277 -1.792 -0.27 -0.27 -0.08 0.260
H -1.005 -1.237 1.414 0.22 -0.58 0.36 0.310
H 0.874 -1.304 1.406 -0.48 -0.42 1.19 0.282
H -0.110 0.677 2.762 -0.19 -0.02 -0.04 0.408
H 0.991 1.028 1.474 -0.06 0.24 0.03 0.283
H -2.229 1.149 1.117 -0.30 -0.01 0.03 0.111
```
Forces are in eV/Å.

electronic energy: -18157.5579 eV
multiplicity: 1
Kohn-Sham gap: 9.72 eV
total charge: 0
maximum force: 2.171 eV Å⁻¹